13
Properties=species:S:1:pos:R:3:forces:R:3:mulliken_charge:R:1 method="wB97M-V/def2-TZVPD" e_tot_ev=-9367.743 e_above_lowest_kj_mol=136.6 charge=-1 lumo_energy_ev=4.348 homo_ev=-4.3951 multiplicity=1
C -1.592875 -0.357122 -1.928121 0.535 1.334 -1.574 -0.51
O -1.233818 0.913104 -1.403151 1.493 -0.581 1.412 -0.54
H -0.355848 0.693161 -0.941238 -0.849 0.595 -0.321 0.37
H -2.055793 -1.041044 -1.180745 -0.157 0.527 -0.711 0.20
H -0.653017 -0.835451 -2.306924 -0.849 -0.010 0.193 0.20
H -2.167945 0.061796 -2.822391 -0.130 -1.891 0.911 0.23
C 1.261602 0.701261 1.891795 1.702 -4.272 3.795 -0.95
C 0.739110 -0.296328 0.867882 -0.943 -0.146 0.707 0.69
O 1.080603 0.043084 -0.279288 0.603 0.307 -1.714 -0.81
O -0.044701 -1.210408 1.156623 0.077 -0.330 0.598 -0.71
H 1.013884 0.590392 2.998616 -0.357 -0.120 -1.416 0.27
H 1.007274 1.582314 1.550600 -1.462 4.729 -1.493 0.30
H 2.347743 0.695721 1.919274 0.337 -0.142 -0.389 0.26